ORCA calculation (ωB97M-V/def2-TZVPD) on one molecule with the formula C13H15N.

Each line ends with the Mulliken charge.
Cartesian coordinates (Å):
C1 -2.77730 -3.89545 -0.33439  -0.75
C2 -2.89670 -2.62711 0.24479  0.08
C3 -2.86967 -1.25519 0.45522  -0.10
C4 -1.64811 -1.06912 1.43286  -1.36
N1 -0.50101 -0.20452 1.24248  0.07
C5 -1.08538 1.04786 0.90830  -0.94
C6 -0.03299 2.10709 0.70258  -0.66
C7 1.06726 1.49738 -0.09009  0.58
C8 1.85362 2.58449 -0.45402  -0.61
C9 2.79079 2.23374 -1.44370  -0.43
C10 2.97937 0.91369 -1.77181  -0.33
C11 2.26691 -0.22794 -1.22099  -0.57
C12 1.32541 0.03969 -0.29329  0.50
C13 0.44812 -0.82124 0.30511  -0.29
H1 -2.65851 -3.81685 -1.56608  0.23
H2 -2.98940 -4.66535 0.38940  0.30
H3 -3.88364 -0.60800 0.77138  0.25
H4 -2.28577 -0.69360 2.27774  0.51
H5 -1.35745 -1.94927 1.87444  0.63
H6 -1.76963 0.96195 -0.02036  0.33
H7 -1.80462 1.16202 1.67235  0.52
H8 0.43270 1.95456 1.72111  0.21
H9 -0.39802 3.10616 0.27313  0.36
H10 1.39823 3.66941 -0.19352  0.22
H11 3.45628 2.89582 -1.97994  0.39
H12 3.49278 0.53455 -2.84012  0.13
H13 2.24378 -1.25185 -1.75904  0.22
H14 1.10018 -1.75621 0.65093  0.25
H15 0.00207 -1.27898 -0.61211  0.26

Cartesian forces (eV/Å) of the 6 atoms listed first:
-0.469 5.580 -0.623
-0.508 0.209 -3.107
-1.147 -3.263 1.664
-1.841 2.220 1.618
-0.334 -2.102 -0.435
-1.222 0.574 -3.292

Properties
multiplicity	1
energy above the lowest of the compared OMol25 structures with the same formula, charge and spin	194.57	kcal/mol
total energy	-15206.492	eV
net charge	0
SMILES	C=C=CCN1CCc2ccccc2C1
frontier orbital gap	8.87	eV